(1)
{"formula": "C35H32LiN9OS", "method": "ωB97M-V/def2-TZVPD", "orbital_gap_ev": 7.252, "e_above_lowest_ev": 0.581, "charge": 0, "lumo_ha": 0.004, "elements": ["Li", "C", "C", "C", "C", "N", "C", "N", "C", "N", "C", "N", "C", "C", "C", "C", "C", "N", "C", "C", "C", "C", "C", "C", "H", "H", "H", "H", "H", "H", "H", "H", "H", "H", "H", "H", "C", "C", "C", "C", "N", "C", "N", "N", "N", "H", "H", "H", "H", "H", "H", "H", "H", "H", "H", "O", "S", "C", "C", "C", "C", "C", "C", "C", "C", "C", "C", "C", "C", "H", "H", "H", "H", "H", "H", "H", "H", "H", "H"], "xyz": [[-1.155, 0.031, 0.252], [-1.908, -4.231, -0.832], [-1.303, -4.963, 0.185], [-0.939, -4.315, 1.340], [-1.161, -2.927, 1.475], [-1.698, -2.216, 0.465], [-2.077, -2.877, -0.629], [-0.832, -2.396, 2.697], [-0.890, -1.135, 3.005], [-1.142, -0.055, 2.230], [-0.951, 1.064, 2.984], [-0.979, 2.311, 2.647], [-1.337, 2.793, 1.411], [-1.073, 4.160, 1.187], [-1.467, 4.754, 0.011], [-2.149, 3.990, -0.932], [-2.363, 2.658, -0.641], [-1.958, 2.053, 0.475], [-0.587, 0.683, 4.375], [-0.261, 1.423, 5.492], [0.102, 0.726, 6.641], [0.138, -0.665, 6.656], [-0.186, -1.404, 5.522], [-0.549, -0.706, 4.389], [-2.234, -4.694, -1.753], [-1.142, -6.028, 0.074], [-0.492, -4.838, 2.174], [-2.569, -2.288, -1.391], [-0.564, 4.709, 1.966], [-1.270, 5.803, -0.171], [-2.498, 4.409, -1.866], [-2.911, 2.041, -1.344], [-0.283, 2.505, 5.465], [0.368, 1.272, 7.538], [0.429, -1.178, 7.565], [-0.155, -2.486, 5.519], [5.573, 1.167, 1.596], [4.975, -0.023, 2.344], [4.091, 0.438, 3.501], [4.213, -0.967, 1.397], [3.044, -0.357, 0.798], [1.775, -0.338, 1.231], [1.066, 0.384, 0.400], [1.917, 0.798, -0.559], [3.103, 0.373, -0.329], [6.174, 1.771, 2.276], [4.790, 1.800, 1.179], [6.210, 0.836, 0.775], [5.794, -0.624, 2.751], [3.230, 1.005, 3.142], [4.658, 1.089, 4.168], [3.722, -0.407, 4.087], [3.874, -1.844, 1.947], [4.863, -1.284, 0.581], [1.414, -0.837, 2.116], [-0.690, 0.003, -1.659], [-1.864, -0.124, -2.552], [-1.439, -1.407, -3.755], [-2.473, -2.146, -4.311], [-2.180, -3.187, -5.177], [-0.856, -3.486, -5.470], [0.170, -2.743, -4.901], [-0.117, -1.699, -4.034], [-1.787, 1.263, -3.703], [-0.645, 2.036, -3.797], [-0.653, 3.138, -4.639], [-1.795, 3.460, -5.361], [-2.939, 2.679, -5.250], [-2.939, 1.577, -4.410], [-3.502, -1.909, -4.062], [-2.979, -3.774, -5.612], [-0.624, -4.306, -6.137], [1.198, -2.983, -5.138], [0.675, -1.127, -3.564], [0.225, 1.785, -3.199], [0.229, 3.759, -4.731], [-1.798, 4.328, -6.008], [-3.828, 2.938, -5.809], [-3.826, 0.963, -4.301]], "atomic_forces_ev_per_a": [[0.10, 0.00, 0.43], [-0.02, 0.04, -0.06], [0.00, 0.02, 0.04], [-0.02, 0.07, -0.04], [-0.12, -0.08, -0.37], [0.10, 0.13, 0.14], [0.00, -0.21, -0.01], [0.13, 0.04, 0.38], [-0.06, -0.19, -0.09], [-0.06, -0.06, -0.01], [-0.03, 0.30, -0.10], [0.12, -0.08, 0.36], [-0.15, 0.10, -0.35], [-0.02, -0.09, -0.01], [-0.01, -0.04, 0.04], [-0.03, -0.03, -0.05], [-0.06, 0.18, -0.03], [0.15, -0.12, 0.09], [0.11, -0.33, 0.06], [-0.03, 0.08, -0.01], [0.01, 0.04, 0.02], [0.01, -0.05, 0.03], [-0.03, -0.07, -0.01], [0.07, 0.33, 0.06], [-0.01, 0.03, 0.00], [0.02, 0.00, 0.02], [-0.01, 0.01, 0.02], [-0.02, 0.03, -0.05], [-0.01, 0.00, 0.01], [0.03, 0.00, 0.02], [-0.01, -0.02, 0.01], [0.00, -0.01, 0.00], [0.00, -0.01, -0.01], [-0.01, 0.00, 0.00], [-0.01, 0.00, -0.01], [0.00, 0.00, -0.01], [0.01, -0.13, 0.04], [-0.19, 0.09, -0.09], [0.07, -0.09, -0.02], [0.34, 0.12, 0.20], [-0.37, 0.06, 0.04], [0.23, 0.13, -0.07], [-0.11, -0.09, -0.07], [0.14, 0.07, 0.02], [0.07, -0.11, 0.02], [-0.01, 0.02, -0.02], [-0.01, 0.03, -0.01], [0.00, 0.03, -0.01], [0.00, -0.03, -0.01], [0.01, 0.03, 0.01], [-0.02, 0.00, 0.02], [-0.03, 0.02, 0.00], [-0.03, -0.05, -0.06], [-0.05, -0.05, -0.01], [0.05, -0.03, -0.03], [0.21, 0.02, 0.26], [-0.12, -0.04, -1.28], [-0.28, -0.06, 0.21], [-0.09, 0.11, 0.02], [0.06, -0.04, -0.05], [-0.05, 0.02, 0.01], [0.02, -0.03, -0.06], [0.13, 0.11, 0.09], [-0.24, -0.01, 0.13], [0.16, -0.11, 0.15], [-0.03, 0.06, -0.08], [-0.01, -0.02, 0.00], [0.05, 0.04, -0.03], [-0.01, -0.09, -0.01], [0.02, -0.05, 0.02], [0.00, 0.02, 0.01], [0.01, 0.01, 0.00], [0.01, 0.02, 0.04], [-0.03, -0.01, 0.03], [-0.03, 0.01, 0.03], [0.02, -0.03, 0.05], [0.01, -0.01, 0.00], [-0.01, -0.02, 0.02], [-0.01, 0.05, 0.00]], "mulliken_charge": [1.14, -0.80, -0.41, -0.54, 0.29, -0.09, -0.46, -0.46, -0.74, -0.08, -0.20, -0.53, 0.28, -0.48, -0.47, -0.76, -0.62, -0.26, 0.21, -0.16, -0.60, -0.60, -0.21, 0.53, 0.42, 0.40, 0.47, 0.78, 0.47, 0.40, 0.44, 1.03, 0.53, 0.41, 0.41, 0.53, -1.51, 0.80, -1.45, -1.24, 0.88, -0.87, 0.66, -0.45, -0.80, 0.44, 0.30, 0.37, 0.32, 0.29, 0.44, 0.36, 0.40, 0.38, 0.66, -0.37, -0.20, 0.67, -0.11, -0.73, -0.43, -0.73, -0.49, 0.48, -0.28, -0.68, -0.50, -0.70, -0.16, 0.39, 0.41, 0.41, 0.41, 0.38, 0.31, 0.43, 0.40, 0.42, 0.39]}

=====

(2)
{"formula": "C35H32N2O4", "method": "ωB97M-V/def2-TZVPD", "orbital_gap_ev": 2.030, "charge": 0, "lumo_ha": -0.084, "elements": ["C", "O", "C", "C", "C", "C", "C", "O", "C", "C", "N", "C", "C", "C", "C", "C", "C", "C", "C", "C", "C", "O", "N", "C", "C", "C", "H", "H", "H", "H", "H", "H", "H", "H", "H", "H", "H", "H", "H", "H", "H", "H", "H", "H", "H", "H", "H", "C", "C", "C", "C", "C", "C", "C", "C", "C", "C", "C", "C", "O", "C", "C", "H", "H", "H", "H", "H", "H", "H", "H", "H", "H", "H"], "xyz": [[-0.963, 1.568, 4.705], [-2.052, 1.025, 3.991], [-2.005, -0.360, 3.802], [-1.168, -1.217, 4.517], [-1.229, -2.580, 4.326], [-2.119, -3.124, 3.424], [-2.974, -2.313, 2.681], [-3.936, -2.787, 1.784], [-4.010, -4.189, 1.655], [-2.886, -0.921, 2.857], [-3.757, -0.067, 2.108], [-3.426, 0.982, 1.270], [-2.093, 1.266, 0.764], [-1.864, 2.531, 0.128], [-0.896, 2.711, -0.808], [-0.757, 3.881, -1.628], [-0.065, 3.804, -2.850], [-0.032, 4.877, -3.707], [-0.662, 6.062, -3.368], [-1.329, 6.167, -2.161], [-1.382, 5.096, -1.301], [-1.195, 0.409, 0.813], [-4.622, 1.553, 0.860], [-4.858, 2.614, -0.120], [-5.663, 0.839, 1.420], [-5.140, -0.152, 2.179], [-1.038, 2.656, 4.670], [-0.999, 1.245, 5.747], [-0.025, 1.263, 4.236], [-0.485, -0.811, 5.241], [-0.583, -3.230, 4.895], [-2.160, -4.189, 3.291], [-4.798, -4.430, 0.940], [-3.065, -4.582, 1.277], [-4.263, -4.640, 2.617], [-2.554, 3.327, 0.330], [-0.281, 1.862, -1.044], [0.395, 2.872, -3.135], [0.470, 4.794, -4.656], [-0.644, 6.898, -4.047], [-1.817, 7.090, -1.897], [-1.902, 5.182, -0.364], [-5.889, 2.578, -0.467], [-4.693, 3.586, 0.339], [-4.204, 2.486, -0.980], [-6.704, 1.027, 1.213], [-5.667, -0.915, 2.725], [2.615, 2.007, 5.866], [1.940, 3.193, 6.092], [2.079, 4.240, 5.219], [2.919, 4.145, 4.092], [3.105, 5.218, 3.202], [2.468, 6.489, 3.315], [2.697, 7.545, 2.295], [1.922, 8.696, 2.373], [2.034, 9.695, 1.433], [2.924, 9.557, 0.389], [3.716, 8.430, 0.305], [3.613, 7.432, 1.251], [1.705, 6.747, 4.244], [3.581, 2.915, 3.874], [3.422, 1.870, 4.749], [2.512, 1.190, 6.560], [1.296, 3.293, 6.950], [1.541, 5.158, 5.374], [3.764, 5.045, 2.373], [1.221, 8.784, 3.187], [1.417, 10.575, 1.501], [2.999, 10.325, -0.363], [4.403, 8.319, -0.515], [4.244, 6.564, 1.182], [4.214, 2.799, 3.010], [3.914, 0.930, 4.559]], "atomic_forces_ev_per_a": [[0.74, 0.42, 0.40], [-0.70, -2.23, -1.10], [-0.27, 1.04, 0.03], [-0.01, 0.56, 0.13], [-0.13, 0.27, -0.17], [-0.54, -0.33, -0.50], [-0.43, 0.13, -0.36], [0.95, 1.06, 0.83], [-0.02, -0.39, -0.08], [0.27, -0.08, 0.21], [-0.73, 1.34, -1.10], [-2.98, -1.13, 1.03], [3.32, -0.98, -0.44], [0.27, 0.84, -0.70], [-0.94, -0.62, 0.74], [0.08, 0.99, -0.60], [-0.30, -0.36, 0.64], [0.01, 0.26, -0.27], [0.04, -0.08, -0.09], [-0.13, 0.23, 0.05], [0.21, -0.56, -0.02], [-1.87, 0.64, 0.30], [0.86, -1.30, 0.59], [0.14, 0.25, -0.17], [0.43, -0.14, -0.02], [0.49, 0.26, -0.11], [-0.08, -0.22, -0.08], [0.13, 0.07, 0.00], [0.08, 0.12, 0.19], [0.13, 0.08, 0.07], [0.07, -0.03, 0.03], [0.03, -0.21, 0.03], [0.07, 0.26, 0.07], [-0.01, -0.14, 0.06], [0.07, -0.15, -0.01], [-0.08, 0.26, 0.11], [0.30, -0.29, -0.02], [0.17, -0.17, 0.00], [0.14, -0.03, -0.12], [0.04, 0.14, -0.09], [-0.04, 0.14, 0.08], [-0.06, 0.14, 0.23], [0.01, -0.24, 0.20], [0.06, 0.01, -0.04], [0.00, 0.04, 0.10], [0.18, 0.24, -0.06], [0.31, 0.02, 0.12], [-0.18, -0.58, 0.47], [0.11, -0.32, -0.12], [-0.31, 0.16, 0.14], [0.00, -0.13, 0.10], [-0.22, 1.63, -0.88], [1.26, -2.27, -0.12], [0.19, 0.19, -0.50], [-0.10, -0.10, 0.19], [-0.04, 0.11, -0.13], [0.00, 0.29, -0.25], [0.13, -0.13, -0.18], [-0.15, 0.01, 0.20], [-1.43, 1.22, 1.10], [-0.19, 0.14, 0.14], [-0.03, -0.07, -0.08], [0.00, -0.26, 0.19], [-0.14, 0.04, 0.27], [0.07, 0.05, 0.04], [0.23, -0.11, -0.29], [-0.06, -0.10, 0.18], [-0.13, 0.21, 0.04], [0.04, 0.19, -0.16], [0.22, 0.01, -0.17], [0.09, -0.16, -0.03], [0.15, 0.04, -0.23], [0.20, -0.22, -0.01]], "mulliken_charge": [-1.04, -0.46, 0.77, -0.74, -1.42, -0.52, 0.42, -0.37, -0.96, 0.64, 0.57, -0.08, 0.83, -0.92, -0.24, 0.80, -0.48, -0.56, -0.39, -0.68, -0.35, -0.66, 0.17, -1.00, -0.82, -0.21, 0.34, 0.41, 0.48, 0.50, 0.41, 0.41, 0.26, 0.38, 0.40, 0.50, 0.50, 0.37, 0.40, 0.40, 0.40, 0.44, 0.33, 0.35, 0.45, 0.43, 0.51, -0.49, -0.66, -0.59, 0.91, -1.09, 0.94, 0.36, -0.40, -0.54, -0.38, -0.70, -0.33, -0.87, -0.69, -0.46, 0.43, 0.42, 0.55, 0.05, 0.41, 0.38, 0.39, 0.38, 0.33, 0.31, 0.37]}

=====

(3)
{"formula": "C35H33Br2GeNNaS", "method": "ωB97M-V/def2-TZVPD", "spin_multiplicity": 2, "orbital_gap_ev": [7.078, 5.898], "e_above_lowest_ev": 0.000, "charge": 0, "lumo_ha": [-0.001, -0.045], "elements": ["Na", "C", "C", "C", "C", "C", "C", "C", "C", "S", "C", "N", "C", "C", "C", "C", "C", "C", "C", "C", "H", "H", "H", "H", "H", "H", "H", "H", "H", "H", "H", "H", "H", "H", "H", "H", "Br", "C", "Br", "H", "H", "C", "Ge", "C", "C", "C", "C", "C", "C", "C", "C", "C", "C", "C", "C", "C", "C", "C", "C", "H", "H", "H", "H", "H", "H", "H", "H", "H", "H", "H", "H", "H", "H", "H"], "xyz": [[0.079, -0.196, 0.309], [4.172, 4.728, 3.700], [3.137, 3.648, 4.037], [2.679, 3.821, 5.491], [3.816, 2.286, 3.907], [1.930, 3.798, 3.112], [1.231, 5.021, 3.098], [0.146, 5.240, 2.278], [-0.271, 4.209, 1.442], [-1.574, 4.141, 0.307], [-1.134, 2.492, -0.089], [-0.110, 2.040, 0.577], [0.394, 2.986, 1.446], [1.494, 2.783, 2.283], [-1.925, 1.709, -1.065], [-2.906, 2.388, -1.795], [-3.695, 1.694, -2.690], [-3.483, 0.328, -2.847], [-2.497, -0.313, -2.114], [-1.665, 0.325, -1.177], [5.020, 4.665, 4.383], [3.750, 5.729, 3.783], [4.542, 4.606, 2.682], [3.520, 3.672, 6.169], [1.902, 3.098, 5.743], [2.279, 4.818, 5.669], [4.682, 2.250, 4.568], [4.169, 2.104, 2.891], [3.151, 1.472, 4.189], [1.554, 5.824, 3.746], [-0.363, 6.193, 2.286], [1.991, 1.825, 2.258], [-3.058, 3.456, -1.684], [-4.456, 2.206, -3.264], [-4.093, -0.226, -3.551], [-2.363, -1.376, -2.296], [0.903, -2.973, -0.824], [2.753, -2.464, -0.794], [3.013, -0.628, -0.240], [3.156, -2.557, -1.796], [3.270, -3.095, -0.079], [0.604, -0.422, 4.442], [-0.548, -0.989, 2.967], [-2.337, -0.247, 3.214], [-2.964, -0.462, 4.441], [-4.232, 0.046, 4.683], [-4.884, 0.775, 3.701], [-4.270, 0.991, 2.478], [-3.002, 0.483, 2.235], [-0.563, -2.930, 2.832], [0.261, -3.656, 3.654], [0.301, -5.067, 3.596], [-0.478, -5.733, 2.701], [-1.337, -5.028, 1.820], [-2.124, -5.716, 0.864], [-2.929, -5.033, 0.002], [-2.990, -3.624, 0.061], [-2.247, -2.939, 0.979], [-1.389, -3.617, 1.883], [0.228, -0.887, 5.356], [0.540, 0.659, 4.543], [1.643, -0.709, 4.301], [-2.470, -1.035, 5.218], [-4.712, -0.131, 5.637], [-5.874, 1.169, 3.890], [-4.776, 1.552, 1.703], [-2.552, 0.640, 1.263], [0.899, -3.151, 4.369], [0.954, -5.613, 4.265], [-0.454, -6.814, 2.646], [-2.071, -6.797, 0.830], [-3.525, -5.567, -0.725], [-3.627, -3.079, -0.620], [-2.318, -1.860, 0.995]], "atomic_forces_ev_per_a": [[0.24, -0.23, -0.62], [0.00, 0.04, 0.00], [-0.03, 0.03, -0.01], [0.00, 0.01, 0.01], [0.02, 0.02, -0.05], [0.01, 0.04, 0.02], [0.04, -0.07, 0.00], [-0.02, -0.01, -0.03], [-0.01, 0.05, 0.04], [0.01, 0.05, 0.02], [-0.07, -0.10, -0.08], [-0.14, 0.28, -0.01], [0.11, -0.04, 0.05], [0.00, 0.11, 0.04], [0.23, 0.12, 0.25], [-0.12, -0.06, -0.14], [0.01, -0.01, 0.00], [-0.08, 0.11, -0.05], [0.16, -0.14, 0.04], [-0.29, 0.11, -0.11], [0.04, -0.02, 0.03], [0.01, 0.03, 0.01], [0.01, -0.01, -0.04], [0.05, 0.00, 0.05], [-0.02, -0.05, 0.00], [-0.03, 0.04, 0.00], [0.01, 0.00, 0.02], [0.01, 0.02, -0.05], [-0.10, -0.09, 0.04], [0.01, 0.04, 0.03], [-0.04, 0.04, 0.00], [0.06, -0.12, -0.01], [0.02, 0.04, 0.02], [-0.03, 0.02, -0.01], [-0.01, -0.05, -0.02], [-0.01, -0.08, 0.03], [-0.03, -0.04, 0.03], [0.10, -0.05, -0.01], [0.04, 0.00, 0.02], [-0.03, -0.01, 0.09], [-0.03, 0.04, -0.08], [-0.10, -0.05, 0.09], [-0.12, -0.04, 0.31], [0.05, -0.02, 0.12], [-0.05, 0.05, 0.01], [0.03, -0.04, 0.07], [-0.06, 0.03, -0.02], [-0.02, 0.03, -0.03], [-0.05, 0.00, -0.03], [-0.15, -0.05, -0.08], [0.07, -0.03, -0.04], [0.06, 0.05, 0.07], [-0.05, -0.04, -0.04], [0.03, -0.09, -0.03], [0.03, 0.01, 0.07], [-0.06, 0.07, -0.04], [0.01, -0.07, 0.00], [0.08, 0.00, 0.01], [0.02, 0.09, 0.05], [0.06, 0.06, 0.06], [0.00, 0.05, 0.01], [0.06, -0.04, -0.03], [0.03, -0.02, 0.03], [0.00, 0.00, 0.01], [-0.02, 0.01, 0.00], [-0.01, 0.01, -0.02], [0.03, 0.00, -0.03], [0.01, 0.02, 0.02], [0.01, 0.00, 0.01], [0.01, -0.04, -0.01], [0.01, -0.04, 0.00], [-0.02, -0.02, -0.04], [-0.03, 0.03, -0.04], [0.03, 0.05, 0.01]], "mulliken_charge": [0.85, -1.70, 2.09, -1.58, -1.97, 0.08, -0.50, -1.43, 1.36, -0.43, 0.38, -0.29, -2.18, 0.68, 1.71, -1.02, -0.76, -0.79, -0.42, -0.65, 0.44, 0.33, 0.39, 0.47, 0.29, 0.34, 0.47, 0.41, 0.23, 0.41, 0.39, 0.74, 0.34, 0.39, 0.38, 0.43, -0.03, -0.57, -0.13, 0.38, 0.38, -1.46, 1.36, -0.06, -0.39, -0.63, -0.54, -0.73, 0.29, 0.88, -0.47, -0.90, -0.87, 0.95, -0.87, -0.69, -0.90, 0.30, -0.64, 0.49, 0.40, 0.41, 0.32, 0.40, 0.38, 0.48, 0.34, 0.36, 0.41, 0.38, 0.39, 0.41, 0.56, -0.27]}

=====

Number 1 is which compound? C35H32LiN9OS